# 1
Formula: C46H91Cl3N5O5
Source: OMol25
Level of theory: the ωB97M-V functional and the def2-TZVPD basis

```
150
C46H91Cl3N5O5, DFT the ωB97M-V functional and the def2-TZVPD basis
C -34.4304 -3.0120 25.0228
C -33.7156 -2.9784 23.6686
C -33.0265 -1.6082 23.6007
C -31.8395 -1.6187 24.5201
C -30.8543 -2.7875 24.1351
C -31.5502 -4.1858 24.1444
N -32.7988 -4.0550 23.2942
O -33.3172 -5.3296 22.9368
C -30.4334 -5.1329 23.5028
C -31.6674 -4.5541 25.6353
C -34.8810 -2.7602 22.6358
H -33.8801 -2.8007 25.9396
H -35.0201 -3.9047 25.2314
H -35.1686 -2.2131 25.0938
H -32.5903 -1.3576 22.6338
H -33.6034 -0.8092 24.0665
H -31.9835 -1.6325 25.6005
H -31.3416 -0.6525 24.4379
H -30.0263 -2.7676 24.8437
H -30.3630 -2.4212 23.2337
H -30.9542 -6.0501 23.2278
H -29.9312 -4.6330 22.6746
H -29.6639 -5.4361 24.2128
H -30.8164 -4.9758 26.1701
H -32.1619 -3.8509 26.3055
H -32.3736 -5.3841 25.6570
H -34.4830 -2.8903 21.6294
H -35.4496 -1.8420 22.7827
H -35.6059 -3.5594 22.7904
C -19.3525 -16.0469 19.9294
C -20.4871 -16.3146 18.9321
C -20.0078 -15.7722 17.4880
C -20.7690 -16.3237 16.3211
C -21.0066 -17.7515 16.5026
C -21.7015 -18.3125 17.8063
N -20.9176 -17.7302 18.9300
O -21.3680 -18.2334 20.2591
C -23.2257 -18.0268 17.8022
C -21.4783 -19.8197 17.7122
C -21.7857 -15.4476 19.2979
H -18.5884 -16.7967 19.7244
H -19.6107 -16.1679 20.9815
H -18.8585 -15.0860 19.7860
H -20.1850 -14.7136 17.2984
H -18.9590 -15.9846 17.2801
H -20.2117 -16.2349 15.3886
H -21.7490 -15.8573 16.2193
H -20.0032 -18.1553 16.6370
H -21.4276 -18.2269 15.6166
H -23.6978 -18.6058 17.0084
H -23.6805 -18.3913 18.7232
H -23.5385 -16.9829 17.7769
H -21.8905 -20.3222 16.8371
H -20.4047 -19.9259 17.8680
H -21.9738 -20.2573 18.5788
H -22.3597 -15.0986 18.4396
H -21.4572 -14.4836 19.6862
H -22.3836 -15.8882 20.0958
C -31.1705 -6.2663 17.5928
C -31.2009 -6.0594 16.0261
C -32.6636 -5.7468 15.5672
C -33.0860 -4.2760 15.8528
C -32.0780 -3.2586 15.3326
C -30.5824 -3.5600 15.7531
N -30.2466 -5.0162 15.5293
O -28.8253 -5.3715 15.8495
C -29.7480 -2.7026 14.8327
C -30.3948 -2.9333 17.1428
C -30.9020 -7.4487 15.4141
H -31.7422 -7.1145 17.9693
H -31.5921 -5.4447 18.1718
H -30.1729 -6.2258 18.0300
H -32.6193 -5.9009 14.4890
H -33.4008 -6.4120 16.0170
H -33.0971 -4.0980 16.9281
H -34.1100 -4.0870 15.5305
H -32.4050 -2.3207 15.7817
H -32.1574 -3.1423 14.2518
H -30.1038 -1.6826 14.9776
H -28.6672 -2.7875 14.9452
H -30.0682 -2.9271 13.8152
H -30.6540 -3.5828 17.9789
H -29.3290 -2.7097 17.1887
H -30.9652 -2.0079 17.2222
H -29.9361 -7.7736 15.8008
H -30.8756 -7.4834 14.3250
H -31.5919 -8.1999 15.7987
C -20.2487 -6.9001 12.0427
C -19.9123 -7.8685 13.1698
C -20.5446 -9.2562 12.8445
C -20.0760 -10.3819 13.8024
C -18.5681 -10.5135 13.7007
C -17.7763 -9.1530 13.9203
N -18.4828 -8.0122 13.2478
O -17.7209 -6.7676 13.1646
C -17.7038 -8.9880 15.4812
C -16.3970 -9.5032 13.3602
C -20.6160 -7.3070 14.3846
H -19.8283 -7.1095 11.0591
H -19.9805 -5.8546 12.1953
H -21.3150 -6.7469 11.8767
H -21.6331 -9.2041 12.8688
H -20.3301 -9.4312 11.7903
H -20.5440 -11.3439 13.5934
H -20.3354 -10.2048 14.8462
H -18.4007 -10.6988 12.6397
H -18.2219 -11.3363 14.3261
H -16.8714 -8.3317 15.7352
H -18.7316 -8.7394 15.7454
H -17.5268 -9.9404 15.9809
H -16.4273 -9.7733 12.3046
H -15.7977 -8.6243 13.5980
H -15.9962 -10.3932 13.8452
H -19.9566 -6.6409 14.9412
H -20.7480 -8.0514 15.1698
H -21.5983 -6.8580 14.2378
C -21.4060 -11.1909 25.7377
C -19.9972 -11.1149 26.4533
C -20.2089 -11.7107 27.9034
C -18.9404 -11.9910 28.6748
C -18.1082 -12.9991 27.9383
C -17.6819 -12.4183 26.6709
N -18.8613 -11.9032 25.8711
O -18.7110 -11.8842 24.3707
C -16.5453 -11.3813 26.7750
C -17.0805 -13.7744 26.0767
C -19.6438 -9.6155 26.5421
H -21.5826 -12.2612 25.6312
H -21.4018 -11.0071 24.6633
H -22.2818 -10.8705 26.3019
H -20.8536 -10.9948 28.4133
H -20.8242 -12.6035 27.7922
H -19.1374 -12.4788 29.6295
H -18.3393 -11.1464 29.0113
H -18.7293 -13.8946 27.9201
H -17.2600 -13.2594 28.5714
H -15.9537 -11.2129 25.8752
H -16.6721 -10.3153 26.9643
H -15.8830 -11.6515 27.5974
H -17.8047 -14.5142 25.7356
H -16.4677 -13.6701 25.1813
H -16.5659 -14.3411 26.8526
H -19.0377 -9.3757 25.6685
H -19.0653 -9.3017 27.4110
H -20.4771 -8.9354 26.3655
C -23.9600 -8.0988 20.1498
Cl -23.5583 -9.7034 19.4277
Cl -25.6788 -7.5266 20.0810
Cl -23.2027 -6.8786 19.0037
H -23.5809 -8.0386 21.1699
```

**Expectation value of S²**: 8.78
**Gap between HOMO and LUMO (spin up / spin down)**: 9.03 / 9.26 eV
**E_HOMO (spin up / spin down)**: -0.322 / -0.358 hartree
**Spin multiplicity**: 6

=====

# 2
Formula: C39H48F5N2OS
Source: OMol25
Level of theory: the ωB97M-V functional and the def2-TZVPD basis

```
96
C39H48F5N2OS, DFT the ωB97M-V functional and the def2-TZVPD basis
C 1.8071 -0.2004 -0.1745
O 2.0028 1.1362 0.2221
C 2.4453 1.9804 -0.8337
C 1.4165 2.2547 -1.9110
C 0.3416 3.3456 -1.6198
C 0.3373 4.0121 -0.2529
C -0.3696 3.2455 0.8572
C -1.9061 3.2406 0.6957
C -2.4705 1.8811 0.2719
S -3.1888 1.9298 -1.4010
N -2.9626 0.4030 -2.0773
C -5.0150 2.0010 -1.0624
N -5.8300 1.7467 -2.1824
H 2.5358 -0.8503 0.2994
H 0.8343 -0.5811 0.1254
H 1.8960 -0.3593 -1.2470
H 2.8332 2.8843 -0.3832
H 3.3015 1.4959 -1.3108
H 1.9746 2.5772 -2.7838
H 0.9239 1.3349 -2.2090
H 0.4752 4.1345 -2.3523
H -0.6429 2.9362 -1.8375
H -0.2149 4.9448 -0.3623
H 1.3286 4.3094 0.0624
H -0.0247 2.2177 0.9301
H -0.1184 3.7152 1.8015
H -2.3332 3.4415 1.6679
H -2.2306 4.0241 0.0182
H -3.2661 1.5615 0.9388
H -1.7357 1.0823 0.2421
H -1.9795 0.3406 -2.3409
H -3.1284 -0.3179 -1.3725
H -5.2102 1.2686 -0.2850
H -5.1527 2.9917 -0.6389
H -5.8208 0.7737 -2.4574
H -5.6619 2.3607 -2.9698
F -4.4309 4.4458 2.3172
C -4.4367 5.4769 3.2052
C -5.0249 5.2897 4.4374
C -5.0235 6.3430 5.3398
C -4.4433 7.5565 4.9967
C -3.8595 7.7190 3.7485
C -3.8513 6.6704 2.8403
H -5.4761 4.3373 4.6824
H -5.4767 6.2146 6.3128
H -4.4471 8.3753 5.7027
H -3.4104 8.6647 3.4784
H -3.3985 6.7750 1.8627
F 2.0737 -3.1358 -0.2921
C 2.8581 -3.5450 -1.3192
C 2.3337 -3.5515 -2.5951
C 3.1425 -3.9609 -3.6454
C 4.4504 -4.3577 -3.4048
C 4.9531 -4.3441 -2.1111
C 4.1543 -3.9327 -1.0546
H 1.3081 -3.2459 -2.7584
H 2.7495 -3.9714 -4.6529
H 5.0770 -4.6785 -4.2255
H 5.9709 -4.6555 -1.9218
H 4.5284 -3.9086 -0.0397
F -2.5841 -3.9818 5.0328
C -2.1953 -3.3703 3.9048
C -3.1143 -2.6173 3.2005
C -2.6989 -1.9927 2.0346
C -1.3953 -2.1311 1.5846
C -0.4882 -2.8921 2.3090
C -0.8872 -3.5123 3.4819
H -4.1282 -2.5256 3.5650
H -3.4043 -1.3920 1.4716
H -1.0845 -1.6481 0.6659
H 0.5295 -3.0041 1.9589
H -0.1966 -4.1060 4.0647
F 5.7218 0.1181 -2.4703
C 5.9329 1.1852 -3.2678
C 4.9208 1.5968 -4.1106
C 5.1321 2.6984 -4.9269
C 6.3494 3.3642 -4.8955
C 7.3548 2.9302 -4.0418
C 7.1493 1.8343 -3.2162
H 3.9831 1.0553 -4.1235
H 4.3460 3.0356 -5.5892
H 6.5146 4.2198 -5.5361
H 8.3050 3.4459 -4.0185
H 7.9182 1.4838 -2.5408
F -0.6642 -10.1252 -0.0977
C -0.6443 -9.1293 0.8067
C -1.2428 -9.3280 2.0352
C -1.2178 -8.2989 2.9646
C -0.6043 -7.0931 2.6538
C -0.0109 -6.9151 1.4119
C -0.0257 -7.9398 0.4772
H -1.7185 -10.2745 2.2537
H -1.6779 -8.4396 3.9332
H -0.5878 -6.2938 3.3800
H 0.4657 -5.9742 1.1676
H 0.4364 -7.8255 -0.4943
```

**Gap between HOMO and LUMO**: 7.73 eV
**Total charge**: +1
**E_HOMO**: -0.390 hartree

=====

Question: Number 1 is which compound?
Answer: C46H91Cl3N5O5